Record 1
Molecular formula: C3H11NO
Method: DFT, ωB97M-V/def2-TZVPD

Last column: Löwdin charge in e.
Positions of all 16 atoms, in Å:
1 C 0.171 -2.514 2.063  -0.52
2 O 0.487 -1.231 2.326  -0.46
3 H -0.009 -2.867 1.019  0.02
4 H 0.885 -3.242 2.580  0.04
5 H -0.793 -2.728 2.659  0.04
6 C -1.368 1.372 -0.948  -0.01
7 N -0.007 1.046 -0.458  -0.03
8 C 1.122 0.983 -1.402  -0.04
9 H -2.111 1.093 -0.198  0.11
10 H -1.483 2.432 -1.104  0.09
11 H -1.664 0.874 -1.867  0.10
12 H 0.017 0.142 0.048  0.15
13 H 0.260 1.836 0.140  0.18
14 H 0.911 0.271 -2.214  0.11
15 H 2.011 0.628 -0.842  0.11
16 H 1.572 1.905 -1.802  0.10

* LUMO level: -0.0133 Ha
* E: -6822.472 eV
* ΔE to the lowest compared entry with this formula, charge and spin: 460.5 kJ/mol
* frontier orbital gap: 4.927 eV
* charge: 0
* spin multiplicity: 1

***

Record 2
Molecular formula: C5H14
Method: DFT, ωB97M-V/def2-TZVPD

Last column: Löwdin charge in e.
Positions of all 19 atoms, in Å:
1 C -2.217 0.392 1.848  -0.13
2 C -0.955 1.127 1.660  -0.38
3 C 0.311 0.357 1.527  -0.15
4 H -2.927 1.304 1.688  0.11
5 H -2.389 -0.357 1.042  0.08
6 H -2.354 -0.093 2.803  0.07
7 H -1.078 1.776 0.799  0.11
8 H -0.757 1.629 2.558  0.08
9 H 0.909 0.741 0.690  0.02
10 H 1.163 0.243 2.377  0.13
11 H 0.131 -0.583 0.958  0.05
12 C 0.872 -0.651 -1.590  -0.20
13 C 1.721 -1.001 -2.818  -0.19
14 H -0.129 -0.285 -1.842  0.06
15 H 0.644 -1.557 -0.907  0.09
16 H 1.333 0.182 -0.994  0.05
17 H 2.767 -1.358 -2.688  0.06
18 H 1.738 -0.141 -3.540  0.06
19 H 1.218 -1.727 -3.571  0.08

* LUMO level: 0.0387 Ha
* E: -5410.401 eV
* ΔE to the lowest compared entry with this formula, charge and spin: 159.0 kJ/mol
* SMILES string: CCC.CC
* frontier orbital gap: 11.966 eV
* charge: 0
* spin multiplicity: 1

***

Record 3
Molecular formula: C20H17NO2
Method: DFT, ωB97M-V/def2-TZVPD

Last column: Löwdin charge in e.
Positions of all 40 atoms, in Å:
1 C 6.557 1.819 0.459  0.00
2 C 5.377 1.612 -0.094  -0.17
3 C 5.059 0.467 -1.009  -0.15
4 C 4.003 -0.402 -0.381  -0.16
5 C 4.345 -1.515 0.367  -0.03
6 C 3.371 -2.302 0.960  -0.08
7 C 2.041 -1.970 0.819  -0.04
8 C 1.654 -0.847 0.083  -0.16
9 C 0.252 -0.468 -0.010  -0.03
10 C -0.774 -1.331 0.009  -0.01
11 C -2.182 -0.990 -0.043  -0.24
12 C -3.120 -1.927 -0.359  0.06
13 C -4.533 -1.630 -0.445  -0.38
14 O -5.379 -2.466 -0.735  0.05
15 C -4.874 -0.226 -0.149  -0.08
16 C -6.202 0.202 -0.188  -0.01
17 C -6.532 1.507 0.099  -0.08
18 C -5.531 2.416 0.435  -0.08
19 C -4.214 2.019 0.480  -0.02
20 C -3.872 0.695 0.187  -0.18
21 N -2.562 0.294 0.222  0.12
22 C 2.653 -0.069 -0.525  -0.21
23 O 2.356 1.012 -1.301  0.07
24 H 6.741 2.651 1.116  0.05
25 H 7.395 1.168 0.270  0.05
26 H 4.548 2.275 0.110  0.10
27 H 5.959 -0.119 -1.200  0.12
28 H 4.677 0.863 -1.953  0.12
29 H 5.388 -1.769 0.480  0.12
30 H 3.653 -3.168 1.539  0.10
31 H 1.282 -2.562 1.307  0.11
32 H 0.054 0.598 -0.092  0.11
33 H -0.569 -2.392 0.021  0.12
34 H -2.818 -2.940 -0.571  0.12
35 H -6.953 -0.528 -0.449  0.12
36 H -7.561 1.831 0.066  0.10
37 H -5.788 3.440 0.662  0.10
38 H -3.436 2.723 0.742  0.11
39 H -1.868 0.965 0.517  0.14
40 H 1.404 1.066 -1.444  0.10

* LUMO level: -0.0181 Ha
* E: -26600.677 eV
* ΔE to the lowest compared entry with this formula, charge and spin: 26.3 kJ/mol
* SMILES string: C=CCc1cccc(/C=C/c2cc(=O)c3ccccc3[nH]2)c1O
* frontier orbital gap: 7.839 eV
* charge: 0
* spin multiplicity: 1

***

Record 4
Molecular formula: C38H30CrN8O5S2
Method: DFT, ωB97M-V/def2-TZVPD

Last column: Löwdin charge in e.
Positions of all 84 atoms, in Å:
1 Cr 0.301 -1.053 -0.693  0.88
2 C 6.118 0.465 2.018  -0.11
3 C 5.852 -0.619 2.866  -0.11
4 C 4.758 -1.443 2.648  -0.04
5 C 3.928 -1.147 1.576  -0.12
6 C 2.702 -1.775 1.077  -0.33
7 N 2.249 -2.910 1.535  0.19
8 C 1.161 -3.499 1.011  -0.29
9 C 0.648 -4.742 1.502  -0.12
10 C 1.124 -5.667 2.439  -0.04
11 C 0.367 -6.789 2.690  -0.12
12 C -0.861 -7.006 2.022  -0.12
13 C -1.336 -6.102 1.099  -0.04
14 C -0.572 -4.959 0.837  -0.12
15 C -0.755 -3.845 -0.042  -0.27
16 N -1.898 -3.675 -0.758  0.20
17 C -2.009 -2.715 -1.620  -0.29
18 N -1.053 -1.817 -1.993  0.06
19 C -1.441 -1.186 -3.139  -0.28
20 N -0.714 -0.460 -3.925  0.20
21 C 0.572 -0.152 -3.602  -0.27
22 N 1.199 -0.321 -2.409  0.08
23 C 2.402 0.333 -2.452  -0.27
24 N 3.277 0.530 -1.447  0.20
25 C 3.168 -0.103 -0.314  -0.28
26 N 2.242 -1.054 0.016  0.08
27 C 4.203 -0.080 0.722  -0.10
28 C 5.304 0.738 0.930  -0.02
29 C 2.589 0.879 -3.760  -0.12
30 C 3.651 1.563 -4.366  -0.04
31 C 3.531 1.911 -5.692  -0.13
32 C 2.366 1.591 -6.430  -0.13
33 C 1.315 0.926 -5.841  -0.04
34 C 1.428 0.567 -4.492  -0.12
35 C -2.823 -1.596 -3.451  -0.09
36 C -3.708 -1.196 -4.436  -0.02
37 C -4.973 -1.770 -4.436  -0.11
38 C -5.332 -2.721 -3.478  -0.10
39 C -4.434 -3.125 -2.497  -0.02
40 C -3.180 -2.543 -2.499  -0.09
41 N 0.315 -3.012 0.048  0.08
42 H 6.977 1.094 2.218  0.09
43 H 6.512 -0.811 3.704  0.09
44 H 4.541 -2.288 3.290  0.11
45 H 2.067 -5.492 2.943  0.10
46 H 0.714 -7.522 3.410  0.08
47 H -1.433 -7.900 2.247  0.08
48 H -2.275 -6.257 0.583  0.10
49 H 5.503 1.566 0.261  0.11
50 H 4.538 1.804 -3.794  0.10
51 H 4.339 2.439 -6.185  0.08
52 H 2.309 1.872 -7.476  0.08
53 H 0.417 0.679 -6.395  0.10
54 H -3.417 -0.451 -5.166  0.11
55 H -5.698 -1.470 -5.184  0.09
56 H -6.331 -3.141 -3.496  0.09
57 H -4.700 -3.855 -1.744  0.11
58 O -2.795 -0.009 -0.277  -0.32
59 S -1.573 0.421 0.374  0.33
60 O -1.766 1.465 1.351  -0.32
61 O -0.845 -0.798 0.976  -0.43
62 O -0.511 0.780 -0.668  -0.39
63 C -1.379 -2.143 3.816  -0.10
64 C -0.802 -1.079 4.743  -0.30
65 C -0.505 0.244 4.033  -0.34
66 S 1.063 0.074 3.140  0.93
67 O 1.244 1.197 2.182  -0.48
68 C 2.188 0.513 4.535  -0.33
69 C 2.588 1.980 4.520  -0.30
70 C 1.485 2.952 4.919  -0.12
71 H -1.475 -3.103 4.329  0.07
72 H -0.749 -2.283 2.938  0.05
73 H -2.362 -1.845 3.447  0.08
74 H 0.117 -1.467 5.201  0.09
75 H -1.487 -0.881 5.573  0.10
76 H -0.440 1.078 4.731  0.07
77 H -1.234 0.483 3.257  0.06
78 H 3.077 -0.103 4.393  0.06
79 H 1.712 0.211 5.472  0.08
80 H 2.913 2.217 3.505  0.10
81 H 3.457 2.097 5.176  0.10
82 H 0.726 3.006 4.139  0.07
83 H 1.890 3.956 5.065  0.06
84 H 0.999 2.651 5.853  0.07

* LUMO level (alpha / beta): 0.1552 / 0.1385 Ha
* E: -112150.415 eV
* ΔE to the lowest compared entry with this formula, charge and spin: 0.0 kJ/mol
* frontier orbital gap (alpha / beta): 4.750 / 4.718 eV
* ⟨S²⟩: 6.117
* charge: -2
* spin multiplicity: 5

***

Record 5
Molecular formula: C28H48As2N2O2PS3W
Method: DFT, ωB97M-V/def2-TZVPD

Last column: Löwdin charge in e.
Positions of all 87 atoms, in Å:
1 W -0.209 0.270 0.650  0.69
2 C -1.290 5.491 -0.366  -0.01
3 C -1.342 3.984 -0.704  -0.40
4 C -2.616 3.653 -1.483  -0.06
5 C -1.207 3.229 0.581  -0.22
6 C -2.296 3.136 1.480  0.01
7 C -2.165 2.536 2.709  0.01
8 C -0.928 2.016 3.156  -0.27
9 C -0.776 1.505 4.543  -0.02
10 C 0.180 2.143 2.297  -0.19
11 C 0.034 2.734 1.021  -0.19
12 H -1.353 6.065 -1.289  0.11
13 H -0.367 5.765 0.145  0.10
14 H -2.132 5.779 0.263  0.10
15 H -0.461 3.759 -1.314  0.11
16 H -3.490 4.125 -1.033  0.10
17 H -2.799 2.578 -1.559  0.04
18 H -2.542 4.043 -2.497  0.11
19 H -3.239 3.591 1.203  0.14
20 H -3.007 2.516 3.393  0.15
21 H 0.030 0.776 4.620  0.05
22 H -1.700 1.087 4.939  0.11
23 H -0.499 2.345 5.191  0.13
24 H 1.176 1.939 2.676  0.12
25 H 0.920 2.981 0.445  0.13
26 C -4.359 0.822 0.643  -0.22
27 As -2.812 -0.335 0.624  1.08
28 C -3.246 -1.530 2.096  -0.23
29 C -3.026 -1.406 -0.972  -0.43
30 C -4.209 -1.391 -1.701  -0.06
31 C -4.343 -2.211 -2.820  -0.01
32 C -3.311 -3.049 -3.202  -0.02
33 C -2.120 -3.067 -2.478  -0.08
34 C -1.974 -2.232 -1.376  -0.45
35 As -0.389 -2.215 -0.295  1.03
36 C -0.689 -3.718 0.882  -0.22
37 C 1.122 -2.812 -1.337  -0.23
38 H -5.210 0.138 0.647  0.07
39 H -4.390 1.475 -0.227  0.04
40 H -4.368 1.400 1.562  0.03
41 H -3.967 -2.259 1.724  0.07
42 H -3.708 -0.938 2.887  0.05
43 H -2.375 -2.033 2.506  -0.01
44 H -5.045 -0.763 -1.422  0.11
45 H -5.266 -2.195 -3.384  0.14
46 H -3.427 -3.697 -4.061  0.13
47 H -1.339 -3.755 -2.785  0.11
48 H -0.710 -4.584 0.216  0.07
49 H -1.647 -3.634 1.381  0.03
50 H 0.115 -3.827 1.606  0.03
51 H 0.750 -3.452 -2.138  0.05
52 H 1.739 -3.410 -0.668  0.04
53 H 1.707 -1.990 -1.732  0.00
54 C 5.168 -0.189 4.520  -0.04
55 C 3.771 -0.692 4.342  -0.15
56 O 3.307 -0.285 2.936  -0.29
57 P 2.332 -1.011 2.007  0.03
58 S 2.122 0.138 0.291  0.47
59 S 0.389 -1.030 2.616  0.45
60 O 2.738 -2.467 1.698  -0.31
61 C 4.156 -3.004 1.622  -0.14
62 C 4.777 -2.710 0.290  -0.05
63 H 5.474 -0.417 5.543  0.11
64 H 5.222 0.889 4.385  0.10
65 H 5.867 -0.679 3.844  0.09
66 H 3.046 -0.223 5.003  0.13
67 H 3.677 -1.775 4.394  0.12
68 H 4.011 -4.063 1.814  0.14
69 H 4.698 -2.560 2.454  0.11
70 H 4.247 -3.200 -0.524  0.08
71 H 5.794 -3.106 0.304  0.11
72 H 4.852 -1.639 0.095  0.08
73 S -0.481 0.899 -1.657  0.70
74 C 0.746 0.548 -2.904  -0.65
75 N 0.751 -0.606 -3.535  0.05
76 C 1.632 -0.854 -4.702  -0.10
77 C 1.858 0.458 -5.432  -0.13
78 C 2.404 1.495 -4.470  -0.10
79 N 1.542 1.532 -3.261  0.07
80 H -0.031 -1.223 -3.362  0.12
81 H 1.138 -1.591 -5.330  0.14
82 H 2.569 -1.281 -4.339  0.14
83 H 0.920 0.805 -5.868  0.14
84 H 2.565 0.311 -6.247  0.15
85 H 2.392 2.495 -4.899  0.15
86 H 3.423 1.271 -4.152  0.14
87 H 1.499 2.384 -2.723  0.14

* LUMO level (alpha / beta): -0.5121 / -0.4967 Ha
* E: -202152.095 eV
* ΔE to the lowest compared entry with this formula, charge and spin: 116.0 kJ/mol
* frontier orbital gap (alpha / beta): 5.752 / 6.207 eV
* ⟨S²⟩: 0.773
* charge: +4
* spin multiplicity: 2

***

Record 6
Molecular formula: C19H15F3N2O3S
Method: DFT, ωB97M-V/def2-TZVPD

Last column: Löwdin charge in e.
Positions of all 43 atoms, in Å:
1 C -2.233 -2.603 -6.390  -0.06
2 C -2.375 -2.533 -4.897  -0.26
3 C -3.228 -3.400 -4.185  -0.06
4 C -3.382 -3.312 -2.817  -0.07
5 C -2.707 -2.318 -2.096  -0.01
6 C -1.776 -1.503 -2.766  -0.27
7 O -0.901 -0.658 -2.160  0.07
8 C -0.337 -0.999 -0.940  -0.30
9 N 0.090 0.062 -0.260  0.21
10 C 0.626 -0.085 0.948  -0.19
11 C 0.947 1.130 1.774  -0.12
12 C 1.956 1.104 2.791  -0.01
13 C 2.268 2.232 3.566  -0.05
14 C 1.646 3.465 3.287  -0.26
15 S 2.040 4.918 4.306  0.66
16 C 3.145 5.927 3.340  -0.14
17 O 0.825 5.707 4.576  -0.34
18 O 2.696 4.576 5.555  -0.33
19 C 0.668 3.524 2.260  -0.03
20 C 0.378 2.399 1.469  0.00
21 C 0.729 -1.382 1.461  0.05
22 C 0.319 -2.496 0.714  -0.11
23 C 0.502 -3.956 1.331  -0.43
24 F -0.463 -4.135 2.351  0.08
25 F 0.292 -4.941 0.408  0.13
26 F 1.743 -4.114 1.899  0.12
27 N -0.218 -2.259 -0.476  0.21
28 C -1.647 -1.575 -4.154  0.04
29 H -3.221 -2.482 -6.890  0.09
30 H -1.727 -3.520 -6.666  0.08
31 H -1.622 -1.777 -6.749  0.07
32 H -3.799 -4.131 -4.739  0.11
33 H -4.064 -3.965 -2.326  0.10
34 H -2.823 -2.126 -1.027  0.11
35 H 2.501 0.170 2.994  0.11
36 H 3.037 2.162 4.349  0.12
37 H 2.638 6.317 2.445  0.08
38 H 3.385 6.778 3.962  0.07
39 H 4.046 5.344 3.149  0.07
40 H 0.166 4.457 2.103  0.11
41 H -0.336 2.433 0.651  0.11
42 H 1.125 -1.532 2.468  0.12
43 H -0.911 -0.905 -4.620  0.13

* LUMO level: -0.0346 Ha
* E: -48055.903 eV
* ΔE to the lowest compared entry with this formula, charge and spin: 0.0 kJ/mol
* SMILES string: Cc1cccc(Oc2nc(-c3ccc(S(C)(=O)=O)cc3)cc(C(F)(F)F)n2)c1
* frontier orbital gap: 7.907 eV
* charge: 0
* spin multiplicity: 1

***

Record 7
Molecular formula: C2H3NO2
Method: DFT, ωB97M-V/def2-TZVPD

Last column: Löwdin charge in e.
Positions of all 8 atoms, in Å:
1 C 1.098 0.232 0.721  0.02
2 C 0.331 -0.283 -0.413  -0.43
3 N -1.598 0.624 0.464  0.15
4 O 1.195 0.832 -0.528  0.02
5 O -0.991 -0.221 -0.474  -0.12
6 H 2.033 -0.319 0.953  0.11
7 H 0.525 -1.166 -1.098  0.18
8 H -2.594 0.302 0.376  0.07

* LUMO level (alpha / beta): 0.0357 / -0.0309 Ha
* E: -7700.788 eV
* ΔE to the lowest compared entry with this formula, charge and spin: 399.6 kJ/mol
* frontier orbital gap (alpha / beta): 10.160 / 10.068 eV
* ⟨S²⟩: 2.008
* charge: 0
* spin multiplicity: 3